[1]
Entry from the Open Molecules 2025 dataset: a structure of composition C33H53AsAuBN8S (ωB97M-V/def2-TZVPD).

XYZ file:
```
98
C33H53AsAuBN8S | the Open Molecules 2025 dataset | ωB97M-V/def2-TZVPD
Au -0.1077 -0.5675 0.2442
C 3.2804 3.4827 1.1021
C 2.8973 2.0439 1.1247
C 3.6700 0.9595 1.4989
C 2.8699 -0.1741 1.3941
N 1.6750 0.2304 0.9047
N 1.6808 1.5922 0.7868
B 0.4111 2.4800 0.5904
N -0.6852 1.8855 1.5614
N -0.8969 0.5427 1.7013
C -1.7224 0.3161 2.7422
C -2.0627 1.5606 3.2586
C -1.3878 2.5140 2.5177
C -1.3919 3.9884 2.7175
C -2.1334 -1.0009 3.3718
C -3.6599 -1.1359 3.2762
C -1.4729 -2.2410 2.7775
C -1.7180 -0.9361 4.8529
N -0.0939 2.6553 -0.8359
N -0.4142 1.6376 -1.7028
C -0.9817 2.2275 -2.7601
C -0.9989 3.6209 -2.5940
C -0.4289 3.8582 -1.3736
C -0.1835 5.1831 -0.7319
C -1.6012 1.5236 -3.9500
C -1.1959 2.2426 -5.2417
C -1.1732 0.0692 -4.0576
C -3.1284 1.5856 -3.7931
C 3.2925 -1.5644 1.8317
C 2.1130 -2.4147 2.3011
C 4.2456 -1.4115 3.0278
C 4.0599 -2.2736 0.7118
H 4.3364 3.5770 1.3433
H 3.1076 3.9211 0.1194
H 2.7078 4.0553 1.8312
H 4.6829 1.0024 1.8576
H 0.6872 3.5555 1.0112
H -2.6903 1.7531 4.1113
H -2.0352 4.2349 3.5586
H -0.3906 4.3641 2.9256
H -1.7724 4.5022 1.8376
H -3.9893 -1.1187 2.2352
H -3.9751 -2.0773 3.7298
H -4.1661 -0.3273 3.8026
H -1.8135 -2.4444 1.7680
H -0.3854 -2.1595 2.7831
H -1.7356 -3.1003 3.3971
H -2.1707 -0.0880 5.3633
H -2.0404 -1.8449 5.3623
H -0.6341 -0.8530 4.9515
H -1.3741 4.3642 -3.2763
H -0.5375 5.9688 -1.3954
H -0.7057 5.2876 0.2158
H 0.8780 5.3514 -0.5473
H -0.1115 2.2476 -5.3635
H -1.6367 1.7401 -6.1044
H -1.5399 3.2763 -5.2505
H -0.1121 0.0016 -4.2876
H -1.3742 -0.4662 -3.1293
H -1.7118 -0.4117 -4.8762
H -3.4771 2.6174 -3.7454
H -3.6171 1.1036 -4.6433
H -3.4403 1.0869 -2.8722
H 1.6602 -1.9857 3.1968
H 1.3384 -2.5277 1.5429
H 2.4664 -3.4156 2.5523
H 3.7901 -0.8261 3.8268
H 4.4874 -2.3993 3.4212
H 5.1837 -0.9381 2.7409
H 3.4280 -2.4640 -0.1475
H 4.9129 -1.6787 0.3833
H 4.4350 -3.2324 1.0729
N 3.8476 -4.0417 -4.9341
C 3.2218 -3.5003 -4.1391
C 2.4335 -2.8327 -3.1419
C 2.5423 -1.4631 -2.9547
C 1.7626 -0.8551 -1.9867
N 0.9106 -1.5628 -1.2345
C 0.8142 -2.8939 -1.3968
C 1.5547 -3.5648 -2.3407
H 3.2149 -0.8681 -3.5560
H 1.7763 0.2135 -1.8161
H 0.1278 -3.4135 -0.7424
H 1.4627 -4.6359 -2.4511
C -4.8955 -2.0854 -1.7541
As -3.0606 -2.5625 -1.4745
C -2.3188 -2.9961 -3.1892
C -3.0310 -4.1368 -0.3743
S -2.3410 -0.7601 -0.5187
H -5.4181 -2.9407 -2.1815
H -4.9384 -1.2414 -2.4400
H -5.3421 -1.8138 -0.7999
H -2.8296 -3.8912 -3.5448
H -1.2503 -3.1821 -3.1208
H -2.5045 -2.1637 -3.8637
H -3.4967 -4.9427 -0.9417
H -3.6021 -3.9401 0.5303
H -2.0147 -4.4193 -0.1091
```

Values from the calculation:
LUMO level, eV: -7.0
Total charge: +2
HOMO level, eV: -13.35
Spin multiplicity: 1
Orbital gap, eV: 6.324
DFT total energy, eV: -123033.1600

[2]
Entry from the Open Molecules 2025 dataset: a cluster of 2 separate species, C7H13N2O in total (ωB97M-V/def2-TZVPD).

XYZ file:
```
23
C7H13N2O | the Open Molecules 2025 dataset | ωB97M-V/def2-TZVPD
C 0.5532 0.2453 2.8731
C 0.7177 1.2230 3.5182
C 1.0279 -1.8684 -0.8904
C 0.9590 -3.1283 -0.3636
C -0.0327 0.2607 -0.5842
C -1.8487 1.1986 0.8995
C 0.1882 0.3899 -3.0099
N 0.3852 -0.8419 -0.1340
N -0.4848 1.2618 0.5260
O -0.2911 0.8460 -1.6877
H 0.4220 -0.6705 2.3157
H 0.9476 2.1877 3.9375
H 1.6042 -1.7635 -1.8360
H 0.4687 -3.2344 0.5398
H 1.2923 -4.0273 -0.8123
H -2.0753 0.5114 1.7738
H -2.1428 2.1629 1.3812
H -2.4907 0.9881 0.1205
H 0.1220 1.2385 -3.7437
H -0.3761 -0.4876 -3.4322
H 1.2404 0.2653 -2.9575
H 0.0927 1.0260 1.4756
H -0.2788 2.2168 0.0906
```

Values from the calculation:
⟨S²⟩: 2.0144
LUMO level (spin up / spin down), eV: -2.7 / -5.7
Total charge: +1
HOMO level (spin up / spin down), eV: -9.06 / -14.79
Spin multiplicity: 3
Orbital gap (spin up / spin down), eV: 6.403 / 9.055
DFT total energy, eV: -12482.5890

[3]
Entry from the Open Molecules 2025 dataset: the ion C4H7ClN with charge +1 (ωB97M-V/def2-TZVPD).

XYZ file:
```
13
C4H7ClN | the Open Molecules 2025 dataset | ωB97M-V/def2-TZVPD
C -1.6343 0.6948 0.3935
N -0.4129 0.5159 0.0146
C 0.1815 -0.8177 -0.0362
C 1.6481 -0.6550 0.0855
C 2.4670 0.3021 -0.3532
Cl 4.0955 0.3413 0.0873
H -2.1016 1.7146 0.3715
H -2.2193 -0.1795 0.5093
H 0.2754 1.2195 -0.1784
H -0.1902 -1.3347 -0.9236
H -0.2463 -1.2668 0.9013
H 2.1973 -1.5440 0.5042
H 2.0171 1.3021 -0.7859
```

Values from the calculation:
LUMO level, eV: -5.7
Total charge: +1
HOMO level, eV: -13.66
Spin multiplicity: 1
Orbital gap, eV: 7.986
DFT total energy, eV: -18265.0929
SMILES string: C=[NH+]C/C=C/Cl

Relative energy (zero: lowest compared OMol25 entry of this formula, charge and spin) for the records above, in order: 0.00; 72.00; 44.60 kcal/mol